(1)
Formula: C3H5NO
Source: the OMol25 dataset
Level of theory: the ωB97M-V functional and the def2-TZVPD basis

CARTESIAN COORDINATES (ANGSTROEM)
C1 -0.313 0.390 0.189
O1 -2.269 -0.944 -0.109
C2 0.617 -0.764 -0.120
H1 -2.513 1.065 0.285
C3 -1.837 0.104 0.213
H2 0.106 -1.677 -0.679
H3 2.312 -1.522 -0.147
H4 -0.191 0.781 1.129
N1 1.812 -0.783 0.246
H5 -0.008 1.180 -0.405

The calculation puts the relative energy (zero: lowest compared OMol25 entry of this formula, charge and spin) at 37.67 kcal/mol. The calculation puts the total energy at -247.24720 a.u. As for the LUMO energy: 1.02 eV. The highest occupied orbital energy is -9.8 eV. For the max |F|, the calculation gives 0.0730 Eh/bohr.



(2)
Formula: C3H5NO
Source: the OMol25 dataset
Level of theory: the ωB97M-V functional and the def2-TZVPD basis

CARTESIAN COORDINATES (ANGSTROEM)
C1 0.268 -0.043 0.163
H1 1.960 1.072 -0.558
H2 -0.420 0.845 0.574
H3 -3.004 -1.153 -0.384
N1 -0.274 -1.088 -0.204
H4 2.252 -0.673 -0.590
O1 -2.461 0.817 0.193
C2 -2.422 -0.337 -0.023
C3 1.728 0.201 -0.090
H5 2.372 0.357 0.919

The calculation puts the relative energy (zero: lowest compared OMol25 entry of this formula, charge and spin) at 93.14 kcal/mol. The calculation puts the total energy at -247.15881 a.u. As for the LUMO energy (spin up / spin down): 0.14 / 0.16 eV. The highest occupied orbital energy (spin up / spin down) is -8.3 / -8.3 eV. For the max |F|, the calculation gives 0.1026 Eh/bohr.



(3)
Formula: C3H5NO
Source: the OMol25 dataset
Level of theory: the ωB97M-V functional and the def2-TZVPD basis

CARTESIAN COORDINATES (ANGSTROEM)
H1 1.212 0.844 0.882
H2 0.905 -1.615 0.930
H3 -0.921 1.802 0.033
O1 -2.766 -0.226 0.016
C1 0.743 0.407 -0.010
N1 -0.661 0.804 -0.009
H4 1.031 -1.621 -0.917
C2 0.820 -1.099 -0.008
H5 1.222 0.834 -0.899
C3 -1.585 -0.131 -0.018

The calculation puts the relative energy (zero: lowest compared OMol25 entry of this formula, charge and spin) at 70.11 kcal/mol. The calculation puts the total energy at -247.19550 a.u. As for the LUMO energy (spin up / spin down): 0.32 / 0.18 eV. The highest occupied orbital energy (spin up / spin down) is -8.6 / -7.7 eV. For the max |F|, the calculation gives 0.0342 Eh/bohr.



(4)
Formula: C3H5NO
Source: the OMol25 dataset
Level of theory: the ωB97M-V functional and the def2-TZVPD basis

CARTESIAN COORDINATES (ANGSTROEM)
H1 1.583 1.226 -0.270
N1 0.283 -0.095 0.651
H2 -1.242 -1.629 0.478
C1 -0.923 0.601 0.205
H3 -1.600 0.955 0.985
C2 1.493 0.165 -0.015
C3 -0.718 -0.851 -0.069
H4 -0.856 1.269 -0.657
H5 -0.420 -1.100 -1.091
O1 2.366 -0.608 -0.344

The calculation puts the relative energy (zero: lowest compared OMol25 entry of this formula, charge and spin) at 33.38 kcal/mol. The calculation puts the total energy at -247.25405 a.u. As for the LUMO energy: 0.93 eV. The highest occupied orbital energy is -10.0 eV. For the max |F|, the calculation gives 0.0271 Eh/bohr.



(5)
Formula: C3H5NO
Source: the OMol25 dataset
Level of theory: the ωB97M-V functional and the def2-TZVPD basis

CARTESIAN COORDINATES (ANGSTROEM)
O1 -1.079 0.386 -0.483
H1 -2.186 -1.269 -0.772
C1 1.281 0.107 0.025
H2 -2.404 -0.373 1.015
H3 0.014 0.730 1.386
C2 0.040 0.844 0.236
H4 -0.661 -1.398 0.643
H5 0.117 1.937 -0.127
N1 2.202 -0.601 -0.113
C3 -1.599 -0.703 0.157

The calculation puts the relative energy (zero: lowest compared OMol25 entry of this formula, charge and spin) at 57.77 kcal/mol. The calculation puts the total energy at -247.21517 a.u. As for the LUMO energy: 0.74 eV. The highest occupied orbital energy is -10.8 eV. For the max |F|, the calculation gives 0.0773 Eh/bohr.



(6)
Formula: C3H5NO
Source: the OMol25 dataset
Level of theory: the ωB97M-V functional and the def2-TZVPD basis

CARTESIAN COORDINATES (ANGSTROEM)
H1 0.900 1.242 1.068
O1 1.964 -0.388 0.238
C1 -0.266 -0.871 -0.061
H2 -0.196 -1.727 0.486
H3 1.718 1.552 -0.629
H4 -2.652 -0.853 0.231
N1 0.806 -0.286 -0.573
H5 -1.912 0.683 -0.756
C2 -1.726 -0.214 -0.106
C3 1.365 0.861 0.104

The calculation puts the relative energy (zero: lowest compared OMol25 entry of this formula, charge and spin) at 76.35 kcal/mol. The calculation puts the total energy at -247.02608 a.u. As for the spin multiplicity: 3. As for the LUMO energy (spin up / spin down): 1.13 / -1.16 eV. The highest occupied orbital energy (spin up / spin down) is -6.2 / -10.4 eV. The expectation value of S² is 2.007. For the max |F|, the calculation gives 0.0870 Eh/bohr.



(7)
Formula: C3H5NO2
Source: the OMol25 dataset
Level of theory: the ωB97M-V functional and the def2-TZVPD basis

CARTESIAN COORDINATES (ANGSTROEM)
O1 -0.070 1.741 0.398
C1 -1.729 0.077 -0.123
H1 0.402 -1.332 -0.258
O2 2.813 -1.114 -0.041
H2 -1.961 -0.737 0.572
H3 2.441 0.775 0.372
C2 -0.329 0.594 0.115
C3 2.033 -0.206 0.114
H4 -1.823 -0.312 -1.142
N1 0.662 -0.380 -0.023
H5 -2.438 0.893 0.018

The calculation puts the relative energy (zero: lowest compared OMol25 entry of this formula, charge and spin) at 1.60 kcal/mol. The calculation puts the total energy at -322.57178 a.u. As for the LUMO energy: 0.68 eV. The highest occupied orbital energy is -10.2 eV. For the max |F|, the calculation gives 0.0166 Eh/bohr.



(8)
Formula: C3H5NO2
Source: the OMol25 dataset
Level of theory: the ωB97M-V functional and the def2-TZVPD basis

CARTESIAN COORDINATES (ANGSTROEM)
C1 0.635 -0.436 0.014
H1 1.163 -0.440 0.980
H2 0.698 -2.550 -0.332
O1 1.006 1.656 -0.031
H3 -1.918 0.622 0.245
N1 -0.883 0.622 0.161
O2 -1.221 -1.904 -0.334
H4 -0.688 2.736 0.169
C2 -0.216 1.750 0.101
H5 1.460 -0.334 -0.738
C3 -0.037 -1.723 -0.234

The calculation puts the relative energy (zero: lowest compared OMol25 entry of this formula, charge and spin) at 80.83 kcal/mol. The calculation puts the total energy at -322.44552 a.u. As for the LUMO energy: 0.76 eV. The highest occupied orbital energy is -9.8 eV. For the max |F|, the calculation gives 0.0326 Eh/bohr.



(9)
Formula: C3H5NO2
Source: the OMol25 dataset
Level of theory: the ωB97M-V functional and the def2-TZVPD basis

CARTESIAN COORDINATES (ANGSTROEM)
O1 0.686 -2.170 1.018
C1 0.264 -1.477 0.125
C2 0.962 -0.129 -0.311
H1 -2.270 0.277 0.315
H2 -0.536 -1.870 -0.539
H3 0.898 -0.111 -1.402
O2 0.639 1.314 0.083
C3 -0.670 1.406 0.274
N1 -1.293 0.318 0.135
H4 1.966 -0.171 0.083
H5 -1.089 2.390 0.528

The calculation puts the relative energy (zero: lowest compared OMol25 entry of this formula, charge and spin) at 57.34 kcal/mol. The calculation puts the total energy at -322.48295 a.u. As for the LUMO energy: 0.87 eV. The highest occupied orbital energy is -9.8 eV. For the max |F|, the calculation gives 0.0244 Eh/bohr.



(10)
Formula: C3H5NO2
Source: the OMol25 dataset
Level of theory: the ωB97M-V functional and the def2-TZVPD basis

CARTESIAN COORDINATES (ANGSTROEM)
H1 0.935 1.732 0.517
O1 -2.857 0.734 0.070
C1 0.115 0.313 -0.482
C2 -0.205 -1.096 -0.005
O2 -1.607 -1.009 0.002
N1 -1.793 0.342 0.329
H2 1.808 1.469 -0.872
H3 2.212 0.141 0.386
H4 0.003 -1.874 -0.887
H5 0.040 -1.592 0.949
C3 1.350 0.839 -0.008

The calculation puts the relative energy (zero: lowest compared OMol25 entry of this formula, charge and spin) at 187.42 kcal/mol. The calculation puts the total energy at -322.27566 a.u. As for the LUMO energy (spin up / spin down): -0.33 / -0.33 eV. The highest occupied orbital energy (spin up / spin down) is -8.5 / -8.5 eV. For the max |F|, the calculation gives 0.0651 Eh/bohr.